{
  "formula": "C46H53AsHfN7S3Si2",
  "method": "ωB97M-V/def2-TZVPD",
  "elements": ["Hf", "C", "S", "C", "S", "N", "N", "C", "C", "C", "C", "C", "C", "N", "H", "H", "H", "H", "H", "H", "H", "H", "C", "Si", "C", "C", "C", "C", "C", "C", "C", "Si", "C", "C", "H", "H", "H", "H", "H", "H", "H", "H", "H", "H", "H", "H", "H", "H", "H", "H", "C", "C", "N", "C", "C", "N", "H", "H", "H", "H", "H", "H", "C", "C", "C", "C", "C", "C", "As", "C", "C", "C", "C", "C", "C", "C", "C", "C", "C", "C", "C", "H", "H", "H", "H", "H", "H", "H", "H", "H", "H", "H", "H", "H", "H", "H", "C", "C", "C", "C", "N", "C", "S", "N", "C", "H", "H", "H", "H", "H", "H", "H", "H"],
  "coordinates": [[-2.47, -0.17, 1.26], [3.07, -1.05, 1.74], [2.33, -0.18, 3.18], [0.68, -0.05, 2.71], [0.00, -1.00, 1.45], [-0.04, 0.80, 3.39], [-1.29, 1.04, 2.91], [-1.89, 2.14, 3.48], [-3.10, 2.55, 3.01], [-3.65, 3.77, 3.38], [-4.82, 4.28, 2.91], [-5.54, 3.47, 1.93], [-4.87, 2.33, 1.46], [-3.70, 1.81, 1.96], [4.15, -0.90, 1.89], [2.78, -0.60, 0.80], [2.78, -2.18, 1.81], [-1.31, 2.61, 4.12], [-3.19, 4.32, 4.23], [-5.25, 5.24, 3.23], [-6.41, 3.86, 1.33], [-5.30, 1.79, 0.64], [-2.85, -0.34, -2.80], [-3.70, 0.28, -1.26], [-5.57, -0.29, -1.52], [-3.65, 2.20, -1.46], [-4.71, 3.06, -1.92], [-4.66, 4.45, -2.02], [-3.53, 5.15, -1.60], [-2.51, 4.31, -1.08], [-2.61, 2.93, -0.95], [-1.21, 1.87, -0.13], [-0.18, 2.95, 1.02], [0.19, 1.35, -1.48], [-3.39, -0.10, -3.71], [-2.44, -1.39, -2.88], [-1.90, 0.18, -2.95], [-5.58, -1.42, -1.59], [-5.97, 0.19, -2.46], [-6.38, -0.06, -0.82], [-5.63, 2.60, -2.32], [-5.50, 4.97, -2.55], [-3.49, 6.24, -1.74], [-1.57, 4.77, -0.79], [0.32, 3.65, 0.35], [0.50, 2.29, 1.54], [-0.63, 3.59, 1.78], [0.54, 2.25, -2.07], [-0.17, 0.77, -2.29], [0.98, 0.90, -0.96], [-0.16, -1.92, -1.35], [-1.45, -2.63, -0.83], [-2.30, -2.36, 0.15], [-3.42, -3.17, -0.03], [-3.20, -4.02, -1.09], [-1.91, -3.71, -1.48], [-0.26, -1.88, -2.43], [0.76, -2.46, -1.06], [-0.23, -0.90, -1.04], [-4.32, -3.13, 0.59], [-3.84, -4.73, -1.59], [-1.47, -3.93, -2.34], [6.91, 0.78, -6.65], [5.81, 1.52, -6.32], [5.15, 1.29, -5.09], [5.50, 0.31, -4.21], [6.62, -0.48, -4.53], [7.34, -0.17, -5.72], [4.33, -0.10, -2.68], [5.10, -1.78, -2.15], [5.83, -1.99, -0.95], [6.19, -3.21, -0.45], [5.76, -4.38, -1.08], [5.01, -4.20, -2.25], [4.70, -2.93, -2.79], [5.16, 1.00, -1.26], [6.53, 1.40, -1.19], [7.05, 2.13, -0.16], [6.18, 2.64, 0.79], [4.85, 2.30, 0.78], [4.34, 1.48, -0.20], [7.43, 0.91, -7.58], [5.53, 2.34, -6.90], [4.25, 1.88, -4.95], [6.93, -1.34, -3.88], [8.28, -0.69, -5.85], [6.09, -1.11, -0.33], [6.67, -3.18, 0.51], [6.08, -5.36, -0.74], [4.75, -5.06, -2.82], [4.11, -2.94, -3.67], [7.18, 1.04, -1.93], [8.06, 2.47, -0.13], [6.55, 3.23, 1.68], [4.23, 2.70, 1.54], [3.34, 1.16, -0.16], [-5.61, -4.12, 5.77], [-4.67, -3.25, 5.04], [-3.32, -3.17, 5.25], [-2.54, -2.27, 4.50], [-3.07, -1.62, 3.48], [-4.39, -1.75, 3.20], [-5.07, -0.99, 1.89], [-5.19, -2.49, 4.02], [-1.10, -2.20, 4.76], [-6.50, -4.31, 5.15], [-5.91, -3.63, 6.64], [-5.17, -5.12, 5.98], [-2.90, -3.81, 6.03], [-6.14, -2.64, 3.72], [-0.75, -2.28, 5.81], [-0.72, -1.34, 4.28], [-0.65, -3.01, 4.18]],
  "total_energy_ev": -169394.280,
  "total_charge": 1,
  "gap_ev": [5.35, 5.35],
  "homo_energy_ha": [-0.330, -0.330]
}